Arrangement one

116
Properties=species:S:1:pos:R:3 method="wB97M-V/def2-TZVPD" spin_multiplicity=1 charge=-1 gap_ev=7.468
Cs -1.44094 0.44738 -0.24249
C -0.74319 -5.13518 3.82530
N -1.43243 -3.84929 3.82045
C -2.73056 -3.80322 4.49579
C -3.31674 -2.50123 3.98374
N -2.76380 -2.47869 2.64593
C -2.97536 -1.33888 1.79783
C -1.49638 -3.05804 2.66047
N -0.64190 -2.80458 1.76174
C 0.68854 -3.37629 1.76071
C 1.70945 -2.39099 1.18682
N 1.62899 -2.21044 -0.25049
C 1.84994 -3.13719 -1.10069
N 1.73819 -2.92416 -2.47168
C 0.99058 -1.77648 -2.95587
C 1.64086 -4.18608 -3.17545
C 2.42347 -5.09411 -2.24486
N 2.19824 -4.48814 -0.93621
C 3.09099 -4.94311 0.10511
H -1.19843 -5.76075 4.59145
H 0.31182 -5.04271 4.06463
H -0.83663 -5.65380 2.86699
H -2.60789 -3.82648 5.57793
H -3.36521 -4.64525 4.19520
H -2.97568 -1.64663 4.58317
H -4.40560 -2.50221 3.96126
H -4.04744 -1.16159 1.69769
H -2.56113 -1.55223 0.81513
H -2.49826 -0.43331 2.20750
H 0.68327 -4.27322 1.13524
H 1.04119 -3.65749 2.75773
H 2.70841 -2.69821 1.51677
H 1.52040 -1.42071 1.65136
H 0.91237 -1.12521 -2.09387
H -0.01209 -2.05280 -3.29464
H 1.52879 -1.27773 -3.76453
H 2.08413 -4.11932 -4.16829
H 0.59788 -4.50397 -3.27860
H 3.49197 -5.08275 -2.49599
H 2.07642 -6.12669 -2.25776
H 3.06979 -6.03376 0.12599
H 2.78752 -4.58802 1.08390
H 4.12878 -4.62847 -0.07212
Cl 1.92600 1.19237 -1.18463
C 2.33807 2.70634 -1.91893
C 3.66626 3.09333 -1.97984
C 3.98510 4.30423 -2.57658
C 2.98066 5.10669 -3.10143
C 1.65304 4.69937 -3.03313
C 1.30665 3.48734 -2.44458
P -0.40857 2.84437 -2.24423
C -0.54313 1.75347 -3.71709
C 0.50533 1.44794 -4.57976
C 0.30320 0.56918 -5.63879
C -0.93850 -0.02338 -5.83126
C -1.99038 0.27556 -4.97419
C -1.79258 1.16780 -3.93012
C -1.33734 4.32774 -2.81597
C -1.65995 4.58865 -4.14847
C -2.32665 5.75743 -4.49622
C -2.66832 6.68326 -3.51666
C -2.34604 6.43500 -2.19008
C -1.69260 5.25861 -1.84204
H 4.43388 2.45212 -1.55990
H 5.02158 4.62028 -2.62848
H 3.22955 6.05393 -3.56625
H 0.87318 5.33117 -3.44031
H 1.48510 1.88615 -4.42938
H 1.12873 0.33167 -6.30389
H -1.08235 -0.73974 -6.63363
H -2.94922 -0.21790 -5.08334
H -2.61370 1.39439 -3.25417
H -1.38951 3.87353 -4.91638
H -2.58033 5.94546 -5.53397
H -3.20089 7.58910 -3.78781
H -2.63342 7.14080 -1.41871
H -1.47436 5.04487 -0.79945
F -3.97679 -1.90369 -3.63864
B -2.88048 -2.51789 -2.98340
F -1.99731 -3.09676 -3.94253
F -3.32484 -3.49330 -2.06513
F -2.15418 -1.50172 -2.26965
N 1.14315 1.50185 2.41104
C 0.99644 2.15246 3.36331
N 0.95862 2.84362 4.51343
C -0.08574 2.46193 5.49692
C -0.05533 3.46041 6.64303
C -0.40418 4.88469 6.16641
C 0.18975 5.18055 4.77015
C 1.37555 4.27039 4.49581
H 0.12371 1.45451 5.85120
H -1.06628 2.47100 5.01816
H 0.93943 3.44943 7.09661
H -0.75557 3.12999 7.41042
H -0.03981 5.60599 6.90157
H -1.49073 4.99272 6.11811
H 0.49664 6.22511 4.68267
H -0.55788 4.98310 4.00760
H 2.14722 4.41344 5.25414
H 1.82453 4.48186 3.53015
O -2.31616 3.03002 3.11182
C -3.03807 2.83970 2.13404
N -2.66078 2.87765 0.83224
S -3.89630 2.61008 -0.15963
O -3.64459 1.40112 -0.92311
O -4.27594 3.76757 -0.92198
C -5.12386 2.31047 1.08646
C -6.46507 1.99350 0.97652
C -7.18109 1.85098 2.15914
C -6.56063 2.03132 3.39744
C -5.21034 2.35765 3.47980
C -4.50163 2.49227 2.30326
H -6.93453 1.85458 0.00799
H -8.23384 1.59244 2.11879
H -7.14337 1.91770 4.30493
H -4.71160 2.50195 4.43281

Arrangement two

116
Properties=species:S:1:pos:R:3 method="wB97M-V/def2-TZVPD" spin_multiplicity=1 charge=-1 gap_ev=7.551
Cs -0.33797 -0.48300 -0.61468
C -0.21130 3.40402 -1.23066
N -0.75075 4.38399 -0.32809
C -0.72484 5.78817 -0.62112
C -1.34756 6.36925 0.63936
N -1.01367 5.38321 1.65870
C -1.75212 5.50212 2.90450
C -0.77566 4.13782 1.04073
N -0.58227 2.97334 1.49931
C -0.68573 2.62120 2.90034
C -2.05655 2.00361 3.19959
N -2.06037 0.60311 2.84932
C -3.11740 -0.10833 2.82201
N -4.45184 0.16586 3.04171
C -5.01830 1.25105 3.79672
C -5.26532 -1.02616 2.90892
C -4.35194 -1.97018 2.14533
N -3.03460 -1.47595 2.52769
C -1.89941 -1.95319 1.76891
H 0.79527 3.67119 -1.57879
H -0.87228 3.26421 -2.08860
H -0.16729 2.47105 -0.67944
H -1.31142 6.01615 -1.51341
H 0.29923 6.16039 -0.77804
H -2.43468 6.46695 0.52130
H -0.93827 7.34598 0.90144
H -2.12285 6.52503 2.97675
H -1.12809 5.32160 3.77564
H -2.61122 4.82545 2.94512
H -0.50531 3.45797 3.57982
H 0.06713 1.86058 3.11447
H -2.79570 2.57564 2.62465
H -2.27434 2.14699 4.26910
H -4.41356 2.14528 3.73370
H -5.14376 0.98810 4.85755
H -6.00365 1.48451 3.38778
H -6.18244 -0.80283 2.36197
H -5.52751 -1.42406 3.90089
H -4.50457 -1.87041 1.06957
H -4.47827 -3.01422 2.43753
H -1.65902 -2.97870 2.06707
H -1.04160 -1.31026 1.98158
H -2.10562 -1.95974 0.69350
Cl 2.67752 0.55204 -0.78368
C 3.53606 1.66747 -1.79482
C 4.73001 2.20442 -1.34735
C 5.41148 3.09573 -2.16349
C 4.90265 3.42288 -3.41215
C 3.70986 2.85987 -3.84860
C 3.00116 1.96709 -3.04903
P 1.33726 1.29947 -3.44463
C 1.06397 2.05194 -5.09798
C 1.44223 1.44874 -6.29566
C 1.21345 2.08251 -7.50992
C 0.60358 3.32941 -7.54388
C 0.22660 3.94304 -6.35635
C 0.45093 3.30373 -5.14397
C 1.66208 -0.43695 -3.91786
C 0.52447 -1.17413 -4.25892
C 0.62703 -2.51547 -4.59117
C 1.87079 -3.13660 -4.57490
C 3.00205 -2.41477 -4.22066
C 2.89785 -1.06950 -3.89241
H 5.11172 1.92136 -0.37570
H 6.33902 3.53542 -1.81799
H 5.43443 4.11668 -4.05117
H 3.32195 3.11900 -4.82581
H 1.91372 0.47384 -6.27777
H 1.51561 1.60079 -8.43178
H 0.40962 3.81437 -8.49279
H -0.25308 4.91379 -6.37362
H 0.14246 3.77966 -4.21936
H -0.44760 -0.69035 -4.25537
H -0.26494 -3.07656 -4.83890
H 1.95268 -4.19234 -4.80487
H 3.96820 -2.90056 -4.17465
H 3.78543 -0.52274 -3.59837
F -5.29431 -0.17089 -2.23095
B -4.37944 0.01364 -1.18920
F -3.69680 -1.21399 -0.92066
F -5.04927 0.42186 -0.01292
F -3.40471 0.96432 -1.55181
N 1.17147 -0.70321 2.88031
C 0.84713 -1.16690 3.88731
N 0.47358 -1.70334 5.04579
C 1.43568 -1.75576 6.15288
C 1.13844 -2.97028 7.02512
C 0.95755 -4.23232 6.17878
C -0.14797 -4.06885 5.10610
C -0.65726 -2.63594 5.06023
H 1.38820 -0.83417 6.73815
H 2.44407 -1.83542 5.74027
H 0.24532 -2.78808 7.62841
H 1.96750 -3.09916 7.72335
H 0.73341 -5.07706 6.83181
H 1.90896 -4.45840 5.69163
H -0.98741 -4.74163 5.29539
H 0.25195 -4.32322 4.12309
H -1.28072 -2.40772 5.92691
H -1.26415 -2.44501 4.17921
O -0.53868 -2.78688 -1.61413
C 0.61936 -3.11598 -1.33468
N 1.54761 -2.29802 -0.78599
S 2.92998 -3.07776 -0.46347
O 3.11218 -3.26955 0.95209
O 4.04320 -2.51542 -1.18553
C 2.44937 -4.62904 -1.17523
C 3.15467 -5.81053 -1.30733
C 2.49027 -6.88803 -1.88303
C 1.16158 -6.77569 -2.29544
C 0.46877 -5.57953 -2.14333
C 1.14062 -4.51068 -1.58191
H 4.18195 -5.89358 -0.97659
H 3.01007 -7.83004 -2.00940
H 0.66796 -7.63260 -2.73717
H -0.56300 -5.46524 -2.45224

Which of them is most stable, and which least? Most stable: arrangement one; least stable: arrangement two.

Arrangement one

13
Properties=species:S:1:pos:R:3 method="wB97M-V/def2-TZVPD" smiles="[H]/N=C1/NNC[C@@H]1F" spin_multiplicity=1 gap_ev=10.246
H -2.52022 -1.15945 0.05446
N -2.34593 -0.17631 -0.16287
C -1.03555 0.04065 -0.30235
N -0.32791 1.24743 -0.70823
N 1.11373 1.11337 -0.39946
C 0.99214 0.10421 0.76302
C 0.12297 -0.87631 0.06610
F 0.90793 -1.32244 -0.97259
H -0.61490 2.30333 -0.46025
H 1.62451 0.51834 -1.16575
H 0.31168 0.43781 1.77283
H 2.06609 -0.31037 0.98938
H -0.29454 -1.92026 0.52573

Arrangement two

13
Properties=species:S:1:pos:R:3 method="wB97M-V/def2-TZVPD" smiles="NN1CC(F)=CN1" spin_multiplicity=1 gap_ev=9.282
N 0.89807 -0.19293 -1.23004
N 0.73655 -0.36742 0.15162
C -0.61734 -1.32189 0.56072
C -1.53275 -0.16898 1.10017
F -2.87627 -0.27625 1.30052
C -0.91586 1.00660 1.13840
N 0.43875 0.85393 0.81042
H 0.12694 0.30320 -1.64932
H 1.36186 -1.01948 -1.67176
H -0.29741 -2.15990 1.12455
H -0.91152 -1.72430 -0.41118
H -1.51651 1.93675 1.30837
H 1.22921 1.03213 1.44909

Which of them is most stable, and which least? Most stable: arrangement one; least stable: arrangement two.

Arrangement one

13
Properties=species:S:1:pos:R:3 method="wB97M-V/def2-TZVPD" smiles="CC1=C[N@@H+]1C" spin_multiplicity=1 charge=+1 gap_ev=11.790
C -1.69923 0.43129 -0.67912
C -0.80442 -0.40711 0.00606
C -0.34803 -1.16283 0.95504
N 0.68189 -0.63963 0.03725
C 1.69608 0.38712 0.23368
H -2.64731 0.53731 -0.18924
H -1.96396 0.35687 -1.72436
H -1.46948 1.50737 -0.85248
H -0.53861 -1.69853 1.83558
H 1.11391 -1.37232 -0.54968
H 2.58895 0.09365 -0.35945
H 1.43620 1.48261 -0.08799
H 1.95400 0.48420 1.37469

Arrangement two

13
Properties=species:S:1:pos:R:3 method="wB97M-V/def2-TZVPD" spin_multiplicity=1 charge=+1 gap_ev=8.639
C -0.25163 0.09057 0.21748
C 0.46032 -0.59636 1.47144
C 0.97788 0.71609 1.60687
C -0.71489 -0.19509 -2.08920
N 0.06322 -0.32247 -0.94733
H -1.16454 0.63750 0.45919
H -0.30988 -0.93961 2.15718
H 1.13780 -1.37567 1.13442
H 1.94598 0.97135 1.19419
H 0.42736 1.49945 2.10838
H -0.63579 -1.13166 -2.65030
H -0.18299 0.52784 -2.72322
H -1.75284 0.11807 -1.93910

Which of them is most stable, and which least? Most stable: arrangement two; least stable: arrangement one.

Arrangement one

13
Properties=species:S:1:pos:R:3 method="wB97M-V/def2-TZVPD" smiles=C#C[C@H](C)[NH3+] spin_multiplicity=1 charge=+1 gap_ev=10.774
C 1.61862 -2.26755 0.00874
C 0.92553 -1.29568 0.12942
C 0.16317 -0.07725 0.54882
C -1.34600 -0.21489 0.03125
N 0.69155 1.08559 -0.23002
H 2.39165 -3.06042 0.03511
H 0.35927 0.04010 1.59941
H -1.79249 -0.96251 0.80073
H -1.93978 0.75789 0.19981
H -1.38901 -0.42970 -1.05384
H 0.11452 1.95665 0.07752
H 0.42924 1.09786 -1.19685
H 1.72339 1.32636 -0.29148

Arrangement two

13
Properties=species:S:1:pos:R:3 method="wB97M-V/def2-TZVPD" spin_multiplicity=1 charge=+1 gap_ev=10.000
C 0.53765 -1.04730 0.90789
C -0.63679 -0.78090 -0.95015
C -0.83134 -0.85982 0.44476
C 0.47265 1.49268 -0.22317
N 0.19230 0.01017 -0.12247
H 0.99715 -0.59402 1.78070
H 1.17104 -1.91447 0.61976
H -0.22082 -1.68070 -1.43878
H -1.28698 -0.31402 -1.58957
H -2.22991 -0.10670 1.63846
H 0.88382 1.78985 -1.32894
H -0.38567 2.13255 -0.04596
H 1.33689 1.87267 0.30747

Which of them is most stable, and which least? Most stable: arrangement one; least stable: arrangement two.

Arrangement one

11
Properties=species:S:1:pos:R:3 method="wB97M-V/def2-TZVPD" spin_multiplicity=1 charge=-1 gap_ev=7.958
C 0.87056 -0.03900 -1.28695
O 0.61291 0.73911 -0.18697
H 1.42132 -0.96158 -0.98530
H -0.08354 -0.46976 -1.70595
H 1.32919 0.50718 -2.13462
H 0.48243 -0.43237 0.89762
H -0.17509 -0.38161 2.16424
O 0.25736 -1.09237 1.64689
H -1.92870 -0.03112 0.69048
H -0.95129 1.24396 0.27770
O -1.83514 0.91756 0.62287

Arrangement two

11
Properties=species:S:1:pos:R:3 method="wB97M-V/def2-TZVPD" spin_multiplicity=1 charge=-1 gap_ev=7.996
C 1.14806 0.12015 -1.05025
O 0.03816 -0.34179 -0.40808
H 1.92106 0.46971 -0.33088
H 0.96359 1.00965 -1.68631
H 1.61461 -0.66091 -1.66906
H -0.41783 -1.48970 1.17896
H -1.82037 -1.89449 1.62984
O -0.89422 -2.04559 1.82613
H -0.72186 0.82742 0.19671
H -0.57500 2.28623 -0.03486
O -1.25619 1.71931 0.34779

Which of them is most stable, and which least? Most stable: arrangement two; least stable: arrangement one.

Arrangement one

11
Properties=species:S:1:pos:R:3 method="wB97M-V/def2-TZVPD" spin_multiplicity=1 gap_ev=11.401
C 0.97417 -0.31085 -0.51583
C -0.27885 -0.65030 0.27739
N -1.32473 0.46117 0.11963
O -1.22406 1.31208 0.93752
O -1.97412 0.41607 -0.84216
O 0.96287 1.16413 -0.56443
F -0.87358 -1.84065 -0.14128
H 1.96948 -0.54242 0.15405
H 0.94095 -0.70921 -1.53152
H -0.20062 -0.69342 1.75701
H 1.02848 1.39340 0.34961

Arrangement two

11
Properties=species:S:1:pos:R:3 method="wB97M-V/def2-TZVPD" smiles="C[C@](O)(F)[N+](=O)[O-]" spin_multiplicity=1 gap_ev=11.669
C 0.26980 0.21366 -0.15559
C -1.09092 -0.32441 0.24570
O -1.19071 -0.79680 1.57338
F -1.29769 -1.45579 -0.52570
N -2.39373 0.38863 -0.07132
O -3.37289 -0.25790 0.05459
O -2.38189 1.52514 -0.42328
H 0.56059 -0.38636 -0.94697
H 0.34830 1.24746 -0.30800
H 1.05070 -0.02426 0.47113
H -1.19724 -1.77787 1.50922

Which of them is most stable, and which least? Most stable: arrangement two; least stable: arrangement one.

Arrangement one

7
Properties=species:S:1:pos:R:3 method="wB97M-V/def2-TZVPD" spin_multiplicity=1 gap_ev=9.962
N 0.54339 -1.04426 -0.08275
O 1.40964 -0.90600 -0.89097
O 0.38225 -1.98287 0.66593
Si -0.43160 0.57355 0.11949
Cl 0.78236 2.14613 0.06061
H -1.80522 0.98428 -1.39990
H -0.88082 0.22917 1.52758

Arrangement two

7
Properties=species:S:1:pos:R:3 method="wB97M-V/def2-TZVPD" spin_multiplicity=1 gap_ev="8.082 / 8.083"
N -1.46099 0.19596 -0.06568
O -1.98284 -0.17080 -1.09126
O -1.99182 0.56766 0.95395
Si 1.11792 -0.02124 0.03441
Cl 1.66509 -1.91475 0.19440
H 1.38384 0.57005 -1.26181
H 1.26880 0.77311 1.23598

Which of them is most stable, and which least? Most stable: arrangement two; least stable: arrangement one.

Arrangement one

11
Properties=species:S:1:pos:R:3 method="wB97M-V/def2-TZVPD" spin_multiplicity=1 gap_ev=9.047
C 0.65725 -0.57054 0.58726
C 0.16868 0.56518 -0.33941
S -1.46627 0.17760 -0.85182
N 1.91980 -0.28706 1.34249
H 0.66441 -1.56513 0.07134
H -0.09178 -0.68685 1.36906
H 0.89568 0.74274 -1.15680
H 0.15509 1.58891 0.14245
H -1.20446 -1.51105 -0.25060
H 2.72562 -0.28912 0.74962
H 1.84721 0.64979 1.71011

Arrangement two

11
Properties=species:S:1:pos:R:3 method="wB97M-V/def2-TZVPD" spin_multiplicity=1 gap_ev=7.703
S 1.08424 0.80289 1.50830
H 0.45234 1.54204 2.41457
C -0.37473 -0.38001 -1.18102
C -0.47885 -1.50507 -1.93200
N -1.36906 0.13786 -0.36667
H 0.48158 0.33598 -1.33302
H 0.24594 -1.70634 -2.69093
H -1.40662 -2.12229 -1.87007
H -2.16173 -0.45484 -0.26210
H -1.00349 0.54637 0.52352
H 0.74904 -0.64171 0.33006

Arrangement three

11
Properties=species:S:1:pos:R:3 method="wB97M-V/def2-TZVPD" smiles="C=NC.S" spin_multiplicity=1 gap_ev=10.428
C -0.21694 -1.58654 -0.86787
N 0.24217 -0.45815 -1.16791
C -0.68044 0.67616 -1.14628
H -1.23677 -1.69818 -0.47775
H 0.40032 -2.47147 -0.94529
H -1.34096 0.64091 -0.27405
H -1.23970 0.68497 -2.08054
H -0.08330 1.58134 -1.09892
S 1.42819 0.82082 2.05265
H 0.40387 0.81290 2.94578
H 2.32357 0.99725 3.06017

Which of them is most stable, and which least? Most stable: arrangement three; least stable: arrangement two.